Entry from OMol25: one molecule with the formula C6H7N3O at a distorted geometry (wB97M-V/def2-TZVPD).

The calculation puts the energy above the lowest of the compared OMol25 structures with the same formula, charge and spin at 1.9128 eV. Its gap between HOMO and LUMO is 9.55 eV. The value obtained for the largest force on an atom is 0.18116 hartree/bohr. As for the total charge: 0.

Atoms and positions in Å:
N: 2.12870 0.40337 2.76034
C: 1.28145 0.78150 1.71377
O: 0.99113 1.87608 1.51740
N: 0.71493 -0.34130 1.05607
C: -0.08510 -0.20803 -0.07809
C: -1.14801 -1.02929 -0.30935
C: -1.88998 -0.93252 -1.52387
C: -1.51861 -0.04044 -2.34197
C: -0.41439 0.77230 -2.07923
N: 0.29114 0.72759 -0.98035
H: 2.87491 1.10876 3.40061
H: 2.65894 -0.60296 2.71889
H: 0.39148 -1.15858 1.57416
H: -1.46844 -1.94289 0.43337
H: -2.70165 -1.53347 -1.62943
H: -1.98354 0.39875 -3.29013
H: -0.12298 1.72110 -2.94221

Atoms 1-3, force components in eV/Å:
5.07 -1.97 2.71
1.32 -4.15 2.04
-1.20 4.78 -1.28

Entry from OMol25: a 7-piece molecular cluster, C36H52F18N2O15 overall at a distorted geometry (wB97M-V/def2-TZVPD).

The calculation puts the energy above the lowest of the compared OMol25 structures with the same formula, charge and spin at 0.0000 eV. Its gap between HOMO and LUMO is 9.68 eV. The value obtained for the largest force on an atom is 0.11509 hartree/bohr. As for the total charge: 0.

Atoms and positions in Å:
C: -2.26014 -5.10240 1.30571
C: -2.94862 -5.89552 0.16916
N: -3.34598 -5.07471 -0.98337
C: -4.61278 -4.38643 -0.82463
C: -4.53120 -3.11406 -1.74888
C: -3.78764 -2.21680 -0.75989
C: -3.39858 -0.78042 -1.16313
C: -1.87066 -0.67515 -1.32009
C: -1.10961 -0.76457 0.02546
C: -0.11612 -1.94827 0.11245
N: 1.03641 -1.83533 -0.79740
C: 0.93155 -2.50480 -2.02657
C: -0.05502 -3.62359 -2.33200
O: 1.70120 -2.21347 -2.88180
C: -4.65392 -2.44947 0.47785
O: -5.06469 -1.72614 1.25887
O: -4.89936 -3.80872 0.44271
H: -2.49280 -4.03814 1.25108
H: -2.69427 -5.44974 2.24982
H: -1.18045 -5.25880 1.34890
H: -2.19215 -6.59552 -0.20595
H: -3.76028 -6.53710 0.54278
H: -3.32885 -5.61457 -1.83718
H: -5.49841 -4.98171 -1.08656
H: -5.52215 -2.74313 -1.97965
H: -3.87294 -3.39177 -2.56399
H: -2.82941 -2.68147 -0.49641
H: -3.86091 -0.57366 -2.13751
H: -3.75179 -0.00700 -0.47419
H: -1.52400 -1.38826 -2.07395
H: -1.67373 0.32384 -1.73376
H: -0.64974 0.17715 0.33163
H: -1.86173 -0.98555 0.80013
H: -0.64347 -2.89930 0.07317
H: 0.28822 -1.88040 1.13502
H: 1.14897 -0.85033 -1.02127
H: -0.99369 -3.56234 -1.77332
H: 0.38436 -4.60465 -2.12157
H: -0.30088 -3.58903 -3.39304
C: -8.94153 -0.92841 -6.66148
C: -7.44609 -0.99993 -6.43639
O: -7.13295 -1.85909 -5.32451
C: -7.09658 -3.16302 -5.58450
O: -7.30054 -3.67128 -6.64636
C: -6.70351 -3.93143 -4.31755
F: -7.36560 -3.48943 -3.23612
F: -5.38310 -3.80024 -4.06770
F: -6.95975 -5.23536 -4.42491
H: -9.45094 -0.62185 -5.74692
H: -9.17470 -0.21572 -7.45207
H: -9.34292 -1.90186 -6.94398
H: -7.06083 -0.01556 -6.17647
H: -6.91997 -1.32831 -7.33242
C: 4.36360 -7.34550 -2.64630
C: 4.27260 -6.90991 -1.19875
O: 2.91345 -6.97537 -0.72920
C: 2.48053 -8.16567 -0.33338
O: 3.11315 -9.17993 -0.33458
C: 1.03934 -8.04293 0.17806
F: 0.27966 -7.28987 -0.64152
F: 1.00772 -7.46740 1.39251
F: 0.45071 -9.23568 0.28202
H: 3.68200 -6.75976 -3.26511
H: 5.37912 -7.21688 -3.02002
H: 4.08336 -8.39328 -2.75976
H: 4.57565 -5.86942 -1.10269
H: 4.92919 -7.49796 -0.55896
C: -0.84927 5.52961 3.55959
C: -0.83673 5.71753 2.05786
O: 0.26481 5.00447 1.46382
C: 0.07843 3.70972 1.23853
O: -0.91351 3.08907 1.48517
C: 1.32041 3.11843 0.56122
F: 2.46013 3.53261 1.14047
F: 1.38418 3.47716 -0.73292
F: 1.31304 1.78203 0.60768
H: 0.11349 5.81607 3.98651
H: -1.63318 6.13553 4.01353
H: -1.02205 4.48575 3.82363
H: -0.68588 6.76548 1.81783
H: -1.78138 5.41427 1.60664
C: 2.98629 -2.77963 1.84220
C: 4.49056 -2.82176 1.99295
O: 4.86878 -3.66878 3.09523
C: 4.89334 -4.96808 2.82268
O: 4.62719 -5.45392 1.76161
C: 5.35268 -5.75888 4.05369
F: 4.75226 -5.32933 5.17466
F: 6.67964 -5.63303 4.23243
F: 5.08350 -7.06023 3.92659
H: 2.51667 -2.47345 2.77912
H: 2.69878 -2.08231 1.05688
H: 2.58923 -3.76396 1.59033
H: 4.87512 -1.82935 2.22190
H: 4.97400 -3.15147 1.07369
C: 4.03387 9.99860 5.02943
C: 2.92533 9.32679 5.81231
O: 1.63442 9.65508 5.26310
C: 1.24841 8.94056 4.21436
O: 1.87417 8.06164 3.69586
C: -0.15604 9.37172 3.77546
F: -0.29243 10.70445 3.74786
F: -1.09456 8.89544 4.61302
F: -0.44002 8.91466 2.54953
H: 3.86802 11.07559 4.98075
H: 4.99953 9.81033 5.49763
H: 4.06989 9.63092 4.00349
H: 2.91924 9.69078 6.83814
H: 3.05946 8.24604 5.85212
C: 2.75583 7.04239 0.26354
C: 4.12535 6.74826 -0.30783
O: 4.53467 7.78019 -1.22537
C: 5.06028 8.87182 -0.67935
O: 5.21583 9.06303 0.49135
C: 5.48861 9.84937 -1.78110
F: 4.55138 9.96813 -2.73524
F: 6.61957 9.43149 -2.37623
F: 5.71795 11.06988 -1.28996
H: 2.03070 7.19190 -0.53856
H: 2.41946 6.22209 0.89474
H: 2.76709 7.95449 0.86118
H: 4.09887 5.82355 -0.88209
H: 4.86869 6.61970 0.47871

Atoms 1-3, force components in eV/Å:
-0.88 -0.29 0.25
0.91 -0.45 -0.33
0.15 0.03 1.57

Entry from OMol25: a 7-piece molecular cluster, C6H27N2O6 overall at a distorted geometry (wB97M-V/def2-TZVPD).

The calculation puts the energy above the lowest of the compared OMol25 structures with the same formula, charge and spin at 0.9456 eV. Its gap between HOMO and LUMO is 8.98 eV. The value obtained for the largest force on an atom is 0.07334 hartree/bohr. As for the total charge: +1.

Atoms and positions in Å:
C: 0.25702 -3.70606 -0.50117
C: 0.50802 -2.21216 -0.39955
C: 1.36440 -1.86526 0.80743
C: 1.86013 -0.45498 0.72308
C: 1.32552 0.54558 1.43560
N: 1.74169 1.89445 1.24074
C: 1.26057 2.83380 2.27885
N: -0.86610 -1.52009 -0.24087
H: -0.40445 -3.97391 -1.30160
H: -0.15502 -4.12789 0.41942
H: 1.22824 -4.23217 -0.72748
H: 0.95775 -1.85981 -1.36301
H: 2.20528 -2.52243 0.85583
H: 0.81980 -2.03591 1.75504
H: 2.71622 -0.32985 0.02484
H: 0.46306 0.40616 2.10589
H: 2.74884 2.04862 1.01903
H: 1.63736 2.67977 3.24509
H: 1.59859 3.88418 2.00015
H: 0.18798 2.85611 2.28516
H: -1.38648 -1.86398 0.61748
H: -1.43018 -1.61521 -1.04547
H: -0.76099 -0.48338 -0.09181
H: -2.22456 0.30084 -2.04277
H: -3.20225 -0.71050 -2.72098
O: -2.33725 -0.61142 -2.27663
H: -2.99652 1.47505 1.61010
H: -2.10114 1.37084 0.31066
O: -2.35531 0.96245 1.19302
H: 2.71290 0.42383 -2.83092
H: 1.41734 0.20882 -3.62621
O: 1.81518 0.25452 -2.70160
H: -0.86991 2.02015 -1.40009
H: -2.36592 2.64099 -1.57232
O: -1.90951 1.83686 -1.28703
H: -1.70690 -0.39597 2.09858
H: -1.84404 -1.53995 3.16300
O: -1.43552 -1.26903 2.37646
H: 0.93920 2.32761 -0.61428
H: 1.06396 1.62800 -1.91658
O: 0.61849 2.32087 -1.46938

Atoms 1-3, force components in eV/Å:
1.15 -0.63 0.06
-0.69 -0.33 -0.29
-0.45 0.67 0.47

Entry from OMol25: a 16-piece molecular cluster, C40H84B2Cl30O2 overall (wB97M-V/def2-TZVPD).

The calculation puts the energy above the lowest of the compared OMol25 structures with the same formula, charge and spin at 0.0000 eV. Its gap between HOMO and LUMO is 9.80 eV. The value obtained for the largest force on an atom is 0.01423 hartree/bohr. As for the total charge: 0.

Atoms and positions in Å:
C: 2.04643 7.17132 0.59979
C: 0.64034 7.56862 1.09626
C: -0.46661 7.33652 0.03592
C: -0.61153 8.59763 -0.84068
B: -1.82505 6.84130 0.68679
C: -1.88644 5.66807 1.75749
C: -2.10151 4.24381 1.19416
C: -0.87960 3.53210 0.59445
C: 0.39944 3.73633 1.39577
C: -0.63463 3.85014 -0.89102
C: -3.20578 7.50826 0.31648
B: -3.95249 6.74860 -0.84465
O: -4.95087 5.84899 -0.58531
O: -3.65818 6.99891 -2.17782
H: 2.66523 6.82663 1.42837
H: 2.53496 8.02005 0.12318
H: 1.98201 6.35239 -0.11662
H: 0.63732 8.63056 1.33691
H: 0.43353 7.01775 2.01329
H: -0.14756 6.53588 -0.64042
H: -0.61607 9.49903 -0.22802
H: -1.52791 8.58689 -1.43169
H: 0.20665 8.65859 -1.56192
H: -2.76275 5.87744 2.38113
H: -1.03700 5.66682 2.44081
H: -2.90766 4.22776 0.45406
H: -2.44933 3.62487 2.02601
H: -1.10709 2.46350 0.64217
H: 0.76952 4.75953 1.32827
H: 1.18204 3.10601 0.96313
H: 0.30025 3.42809 2.43760
H: 0.24429 4.47828 -1.04232
H: -0.44161 2.92740 -1.44211
H: -1.50287 4.30208 -1.37264
H: -3.09325 8.55483 0.02979
H: -3.83546 7.48371 1.21205
H: -4.93720 5.57226 0.33799
H: -2.94504 6.42162 -2.47899
Cl: -3.16587 3.79726 -3.12711
C: -3.51391 2.84673 -4.59354
C: -3.49711 1.37194 -4.30241
Cl: -1.86468 0.77006 -3.90440
H: -2.78154 3.11830 -5.34960
H: -4.50405 3.13555 -4.94215
H: -3.83227 0.82495 -5.18257
H: -4.14551 1.12614 -3.46448
Cl: 3.74986 0.55608 1.97831
C: 3.04322 -1.04314 1.58796
C: 1.54975 -0.98687 1.41581
Cl: 0.68453 -0.64540 2.93926
H: 3.31238 -1.73414 2.38320
H: 3.50756 -1.37343 0.66379
H: 1.19790 -1.95497 1.06716
H: 1.24909 -0.22825 0.69686
Cl: -3.60971 0.62833 -0.59561
C: -3.58030 -1.03344 -1.24638
C: -3.07635 -2.06854 -0.27712
Cl: -1.32982 -1.89396 0.03729
H: -2.94880 -1.01889 -2.13277
H: -4.60128 -1.26573 -1.54754
H: -3.21432 -3.05312 -0.72286
H: -3.59310 -2.03722 0.67662
Cl: -6.34446 -1.32010 0.97846
C: -7.34468 -1.53565 2.43953
C: -7.26735 -0.33583 3.34735
Cl: -5.65448 -0.16123 4.08224
H: -7.00602 -2.43644 2.94444
H: -8.37091 -1.68239 2.10742
H: -7.98215 -0.44928 4.16062
H: -7.48938 0.58132 2.80806
Cl: 3.23869 -4.66083 6.80293
C: 4.79315 -4.05486 6.17817
C: 4.55163 -2.96897 5.16243
Cl: 3.77478 -3.66013 3.71029
H: 5.32551 -4.89186 5.73414
H: 5.36816 -3.68015 7.02287
H: 5.49197 -2.51701 4.85174
H: 3.89993 -2.19249 5.55482
Cl: 5.71752 -2.51452 -1.29496
C: 5.08602 -4.13301 -1.71053
C: 3.59228 -4.11826 -1.88649
Cl: 2.74564 -3.81329 -0.34501
H: 5.38650 -4.81772 -0.92083
H: 5.55659 -4.44356 -2.64316
H: 3.25177 -5.08387 -2.25620
H: 3.28389 -3.34786 -2.58821
Cl: -0.75837 -2.22383 -7.75008
C: 0.61981 -1.20175 -7.24033
C: 0.16718 0.16892 -6.81274
Cl: -0.45981 1.13054 -8.18083
H: 1.32022 -1.15209 -8.06987
H: 1.09454 -1.71768 -6.41112
H: 1.00850 0.71863 -6.39711
H: -0.61315 0.10828 -6.06156
Cl: 3.19123 -0.67397 -5.19480
C: 4.55303 0.36608 -4.69644
C: 4.07210 1.72389 -4.25525
Cl: 3.40322 2.66288 -5.61550
H: 5.23787 0.43795 -5.53698
H: 5.05752 -0.13353 -3.87130
H: 4.90538 2.29254 -3.84670
H: 3.29759 1.64169 -3.49704
Cl: 8.94504 -5.17840 -4.76056
C: 8.35168 -6.79793 -5.20600
C: 6.85443 -6.82175 -5.36770
Cl: 6.01764 -6.58565 -3.80820
H: 8.67807 -7.49524 -4.43898
H: 8.82286 -7.06621 -6.14989
H: 6.53915 -7.78765 -5.75789
H: 6.51617 -6.04178 -6.04443
Cl: 1.34157 -9.25195 6.52707
C: 1.05472 -8.19864 5.10925
C: 0.55678 -6.83447 5.49693
Cl: -1.09530 -6.89290 6.17278
H: 0.34354 -8.70719 4.46510
H: 1.99971 -8.11282 4.58152
H: 0.51527 -6.20286 4.61086
H: 1.20200 -6.35999 6.22883
Cl: -2.15572 -3.32780 -3.91799
C: -1.56449 -4.58341 -5.03840
C: -0.61847 -5.54125 -4.36359
Cl: 0.92585 -4.75771 -3.93098
H: -1.08613 -4.08200 -5.87584
H: -2.43705 -5.12411 -5.40139
H: -0.38177 -6.35761 -5.04369
H: -1.04757 -5.95307 -3.45376
Cl: -0.66538 -4.44489 2.24018
C: -0.86519 -5.73303 1.02605
C: -0.54462 -7.09298 1.59177
Cl: 1.19312 -7.25107 1.96221
H: -0.22395 -5.49502 0.18064
H: -1.90377 -5.71141 0.69937
H: -0.79185 -7.86803 0.86853
H: -1.09975 -7.27748 2.50953
Cl: 4.92598 -13.45304 9.58746
C: 4.51158 -12.03008 8.59504
C: 3.27612 -12.25206 7.76333
Cl: 3.54058 -13.45328 6.47199
H: 5.37082 -11.79936 7.97093
H: 4.34211 -11.20173 9.28075
H: 2.99137 -11.32116 7.27780
H: 2.44495 -12.59694 8.37287
Cl: -8.38468 5.93229 -3.41905
C: -7.22978 7.17483 -2.86160
C: -7.92220 8.44740 -2.45320
Cl: -8.64424 9.30768 -3.84023
H: -6.51579 7.34936 -3.66164
H: -6.69943 6.75546 -2.00929
H: -7.19731 9.12356 -2.00286
H: -8.71546 8.25346 -1.73593
Cl: 0.34037 10.69396 2.73113
C: -0.42775 9.92013 4.13920
C: 0.54999 9.69482 5.26274
Cl: 1.76707 8.46106 4.84717
H: -0.86318 8.98111 3.80321
H: -1.22741 10.58013 4.47072
H: 0.01746 9.33673 6.14216
H: 1.07651 10.61059 5.51809

Atoms 1-3, force components in eV/Å:
-0.30 0.16 0.21
0.27 -0.43 -0.51
-0.33 0.63 0.17

> Which formula does entry 4 have?

C40H84B2Cl30O2

> The lowest gap between HOMO and LUMO belongs to which entry?

C6H27N2O6

> Look up the largest force on an atom of the fourth one.

0.01423 hartree/bohr